Arrangement one

The following is a DFT calculation (ωB97M-V/def2-TZVPD) of an isolated molecule of C6H12N2.

Results
- Multiplicity: 1
- Frontier orbital gap: 7.100 eV
- LUMO energy: 0.77 eV

Last column: Löwdin charge in e.
Cartesian coordinates (Å):
C -0.36038 1.95266 0.36619  -0.02
C -0.46484 0.55608 -0.18699  -0.29
C -1.79574 0.08858 -0.58312  -0.09
C -1.23928 -0.57031 0.66936  -0.24
C 0.16878 -0.97462 1.08503  -0.12
C 0.73796 -0.29849 -0.20661  -0.59
N 2.00655 0.31301 0.05145  0.09
N 0.86655 -1.22880 -1.29812  0.09
H -1.32157 2.31096 0.75009  0.09
H -0.03456 2.63971 -0.42120  0.09
H 0.35664 2.01853 1.19216  0.09
H -1.87999 -0.49431 -1.49659  0.10
H -2.64895 0.74789 -0.44803  0.12
H -1.69608 -1.55548 0.61114  0.13
H 0.47473 -0.46599 2.01043  0.11
H 0.34368 -2.05123 1.20528  0.11
H 2.77092 -0.35006 -0.03685  0.08
H 2.20580 1.03356 -0.63981  0.09
H -0.00915 -1.69082 -1.53009  0.08
H 1.51892 -1.98087 -1.09371  0.08

=====

Arrangement two

The following is a DFT calculation (ωB97M-V/def2-TZVPD) of an isolated molecule of C6H12N2.

Results
- Multiplicity: 1
- Frontier orbital gap: 9.636 eV
- LUMO energy: 1.01 eV

Last column: Löwdin charge in e.
Cartesian coordinates (Å):
C 0.93196 -0.71589 -2.44599  -0.12
N 0.10974 -0.87130 -1.24639  -0.12
C 0.58719 -0.24113 0.02168  -0.38
C 1.84202 -0.86048 0.63863  -0.05
C -0.56572 -0.20486 1.02223  -0.28
N -0.45010 0.57031 2.19845  0.20
C -1.27843 1.00897 1.34695  -0.30
C -2.36344 1.89444 1.17922  -0.03
H 0.89981 0.36723 -2.58210  0.08
H 1.95242 -1.16372 -2.28714  0.08
H 0.50214 -1.22959 -3.22200  0.04
H -0.05012 -1.85485 -1.05192  0.10
H 0.85327 0.76058 -0.45293  0.15
H 2.18374 -0.22500 1.48218  0.09
H 2.44955 -1.07127 -0.20779  0.05
H 1.52595 -1.75963 1.08220  0.06
H -1.21626 -1.07977 1.02262  0.13
H -2.10277 2.74726 1.91214  0.12
H -3.33083 1.39822 1.29471  0.10
H -2.48010 2.53050 0.29525  0.08

=====

Arrangement three

The following is a DFT calculation (ωB97M-V/def2-TZVPD) of an isolated molecule of C6H12N2.

Results
- Multiplicity: 1
- Frontier orbital gap: 7.574 eV
- LUMO energy: 1.00 eV

Last column: Löwdin charge in e.
Cartesian coordinates (Å):
N -1.61920 0.64143 -0.91428  0.00
C -0.57401 0.95240 0.22897  -0.36
C -0.72684 -0.06043 1.34076  -0.15
C -0.21508 -1.42600 0.61576  -0.17
C 0.47263 -0.98785 -0.84038  -0.11
C 0.93293 0.42313 -0.34255  -0.45
N 2.06810 0.02473 0.32223  0.04
C 0.39482 1.83320 -0.43174  -0.05
H -2.05569 1.56103 -1.21939  0.09
H -2.32450 -0.12639 -0.74778  0.08
H -2.01003 -0.33335 1.37756  0.15
H -0.33364 0.15873 2.34835  0.09
H -1.20582 -2.01253 0.57355  0.09
H 0.13496 -2.10429 1.37652  0.07
H 1.21119 -1.84173 -1.01468  0.11
H -0.15842 -1.19720 -1.63696  0.05
H 2.70723 0.90497 0.17402  0.14
H 2.43315 -0.96449 0.28632  0.12
H 0.03502 1.87557 -1.55949  0.15
H 0.83318 2.67908 0.06320  0.10

=====

Most stable: arrangement two

=====

Arrangement one

The following is a DFT calculation (ωB97M-V/def2-TZVPD) of a cluster of 2 separate species, C6H12N2 in total.

Results
- Multiplicity: 1
- Frontier orbital gap: 9.983 eV
- LUMO energy: 0.80 eV

Last column: Löwdin charge in e.
Cartesian coordinates (Å):
C 1.28926 2.84016 -2.22210  0.00
C 0.19849 3.24410 -1.51140  -0.25
N -0.20608 2.63749 -0.27329  -0.01
C -0.71404 1.43826 -0.35368  -0.05
H 1.96015 2.02060 -1.97670  0.05
H 1.55020 3.37253 -3.11721  0.03
H -0.33478 4.11868 -1.90694  0.10
H -0.96735 0.75609 0.51662  0.06
H -0.97875 1.02150 -1.32805  0.08
C -1.38142 -3.04304 2.18869  -0.05
N -0.58676 -2.93417 1.16435  -0.03
C -0.35230 -1.53190 0.79629  -0.36
C 1.11506 -1.39856 0.41226  -0.12
H -1.85818 -2.18703 2.67344  0.07
H -1.66822 -3.99501 2.61990  0.06
H -1.04427 -1.33299 -0.04164  0.11
H -0.54539 -0.82624 1.61983  0.09
H 1.33068 -0.40017 -0.08798  0.07
H 1.85492 -1.62816 1.20911  0.08
H 1.33880 -2.17214 -0.38150  0.08

=====

Arrangement two

The following is a DFT calculation (ωB97M-V/def2-TZVPD) of a cluster of 3 separate species, C6H12N2 in total.

Results
- Multiplicity: 1
- Frontier orbital gap (spin up / spin down): 6.774 / 8.455 eV
- LUMO energy (spin up / spin down): 0.62 / 0.74 eV

Last column: Löwdin charge in e.
Cartesian coordinates (Å):
C -0.57632 0.22780 -2.03989  -0.07
C -0.57189 -0.63330 1.99981  -0.06
C 2.51577 0.26656 0.08733  -0.08
C -0.56016 -0.05430 -0.61253  -0.13
C -0.56952 -0.32169 0.57941  -0.14
C 1.25670 1.03571 0.29921  -0.31
N -2.48538 -1.41322 -0.12404  -0.02
N 1.17350 2.23741 0.60938  0.11
H -2.26349 -2.09688 -0.85144  -0.04
H -3.12656 -0.75625 -0.57457  -0.04
H 0.21914 2.58772 0.70938  0.06
H -0.57287 -0.70444 -2.60682  0.09
H 0.29470 0.82062 -2.32851  0.08
H -1.47703 0.78375 -2.30504  0.09
H -1.42114 -1.29004 2.18362  0.07
H 0.35329 -1.13641 2.28884  0.08
H -0.67378 0.27510 2.59651  0.09
H 2.54988 -0.58783 0.76719  0.07
H 2.53995 -0.13789 -0.92740  0.07
H 3.39522 0.89757 0.24955  0.08

=====

Most stable: arrangement one

=====

Arrangement one

The following is a DFT calculation (ωB97M-V/def2-TZVPD) of a cluster of 2 separate species, C6H12N2 in total.

Results
- Multiplicity: 1
- Frontier orbital gap: 9.269 eV
- LUMO energy: 0.89 eV

Last column: Löwdin charge in e.
Cartesian coordinates (Å):
C 1.50015 -0.80138 1.36127  -0.06
C 1.24436 -0.40672 -0.01813  -0.38
C 0.14298 -0.83883 -0.71496  -0.12
N 0.16958 -0.21024 -1.92388  0.05
C 1.36023 0.54612 -1.94367  -0.18
N 1.96993 0.44886 -0.81148  0.09
H 1.17103 -0.11776 2.15170  0.07
H 2.59957 -0.82666 1.46707  0.08
H 1.02602 -1.76187 1.58286  0.08
H -0.66524 -1.44666 -0.35788  0.10
H -0.38982 -0.42385 -2.72595  0.13
H 1.63859 1.01678 -2.86081  0.10
C -2.29347 0.52735 0.81700  -0.19
C -2.81061 0.60519 2.22326  -0.17
H -2.88026 1.04958 0.04759  0.07
H -1.31756 1.01058 0.77475  0.06
H -2.22972 -0.47402 0.39983  0.04
H -3.05565 1.65690 2.44364  0.07
H -3.73189 0.03961 2.40173  0.06
H -2.11899 0.24512 2.98709  0.06

=====

Arrangement two

The following is a DFT calculation (ωB97M-V/def2-TZVPD) of an isolated molecule of C6H12N2.

Results
- Multiplicity: 1
- Frontier orbital gap (spin up / spin down): 6.648 / 6.732 eV
- LUMO energy (spin up / spin down): 0.92 / 0.85 eV

Last column: Löwdin charge in e.
Cartesian coordinates (Å):
C -0.02738 -1.74207 0.02838  -0.02
C -1.04659 -0.85939 0.35071  -0.37
C -2.25786 -0.70976 -0.51809  -0.08
C -0.56907 0.28276 1.19766  -0.14
C 0.41439 0.89886 0.22118  -0.34
N 0.34709 2.24723 -0.05223  0.11
C 1.25665 0.03966 -0.51411  -0.26
N 2.60755 -0.12675 -0.17410  0.05
H 0.65654 -2.07992 0.80233  0.07
H -0.18225 -2.48168 -0.75238  0.07
H -2.72719 0.26954 -0.39082  0.07
H -3.01316 -1.46824 -0.28207  0.07
H -2.00949 -0.81754 -1.58331  0.08
H -0.08187 -0.03709 2.13043  0.11
H -1.37057 0.98101 1.45723  0.10
H 0.90759 2.60180 -0.81436  0.09
H -0.17756 2.82841 0.58965  0.09
H 1.12703 -0.05073 -1.59150  0.12
H 2.84780 0.12644 0.77494  0.08
H 3.29833 0.09747 -0.87953  0.07

=====

Arrangement three

The following is a DFT calculation (ωB97M-V/def2-TZVPD) of a cluster of 2 separate species, C6H12N2 in total.

Results
- Multiplicity: 1
- Frontier orbital gap: 9.649 eV
- LUMO energy: 0.99 eV

Last column: Löwdin charge in e.
Cartesian coordinates (Å):
C 0.96293 -0.94461 -2.03957  0.10
C 0.06277 -0.36801 -1.46074  -0.13
C -1.26876 0.11756 -1.06659  -0.43
C -1.23032 1.62299 -0.77452  -0.07
N -1.69963 -0.76993 -0.01581  0.01
C -1.81893 -0.40985 1.18146  -0.08
H 1.93827 -1.18280 -2.37722  0.02
H -1.95393 -0.08009 -1.90556  0.15
H -0.96278 2.15274 -1.68748  0.08
H -2.20451 1.97331 -0.42511  0.08
H -0.47437 1.83541 -0.01893  0.06
H -1.85312 0.62399 1.53776  0.08
H -2.14930 -1.15818 1.89283  0.07
C 2.15468 -0.93669 0.92102  -0.19
N 1.19812 0.15750 0.87250  -0.08
H 1.61395 -1.86963 0.74618  0.07
H 2.70977 -1.01361 1.86911  0.07
H 2.86875 -0.80712 0.10853  0.06
H 1.66471 1.04244 1.05067  0.07
H 0.44170 0.01456 1.59144  0.06

=====

Most stable: arrangement one

=====

Arrangement one

The following is a DFT calculation (ωB97M-V/def2-TZVPD) of an isolated molecule of C6H12N2.

Results
- Multiplicity: 1
- Frontier orbital gap: 6.338 eV
- LUMO energy: 0.82 eV

Last column: Löwdin charge in e.
Cartesian coordinates (Å):
C 1.67893 -0.43325 0.05079  -0.12
C 1.02922 -1.72443 0.44423  -0.24
C -0.30807 -1.24757 0.94868  -0.03
C -1.47319 1.06655 0.60683  -0.03
N -0.58830 0.10230 -0.04454  -0.28
C 0.79854 0.58418 -0.27697  -0.43
N -1.20996 -0.32134 -1.26590  0.11
C 0.97442 1.81737 -0.83116  -0.05
H 2.74489 -0.31529 0.00647  0.08
H -1.04311 0.40211 -1.96541  0.10
H -0.71910 -1.15100 -1.59280  0.10
H 0.91214 -2.44342 -0.38354  0.09
H 1.59236 -2.23119 1.23268  0.11
H -0.26111 -0.87477 1.96836  0.12
H -1.18577 -1.86020 0.75441  0.11
H -1.69769 1.89852 -0.06057  0.09
H -0.98115 1.45410 1.49648  0.11
H -2.40830 0.57146 0.86547  0.10
H 0.17458 2.52943 -0.93811  0.01
H 1.97067 2.17645 -1.01538  0.03

=====

Arrangement two

The following is a DFT calculation (ωB97M-V/def2-TZVPD) of a cluster of 2 separate species, C6H12N2 in total.

Results
- Multiplicity: 1
- Frontier orbital gap: 8.793 eV
- LUMO energy: 0.84 eV

Last column: Löwdin charge in e.
Cartesian coordinates (Å):
C 1.26464 -0.05925 -1.53064  0.06
C 0.25634 0.73864 -1.19373  -0.44
C -0.64000 1.42443 -2.18026  -0.05
N -0.12726 0.92553 0.15554  0.07
H 1.50336 -0.24389 -2.56511  0.06
H 1.86359 -0.56289 -0.78999  0.05
H -1.68023 1.14662 -2.00793  0.08
H -0.56764 2.51135 -2.07869  0.08
H -0.37402 1.15333 -3.19922  0.08
H -1.14826 1.11071 0.40946  0.14
H 0.49697 1.53867 0.66693  0.12
C 0.92192 -0.64287 2.25788  -0.04
C -0.31423 -0.64889 1.44901  -0.46
N -1.62078 -0.58520 1.67119  0.04
C -1.12636 -1.64220 0.74998  -0.17
H 0.95026 -1.54412 2.87274  0.09
H 0.94722 0.22935 2.91414  0.08
H 1.80653 -0.63580 1.61991  0.07
H -1.28862 -1.53920 -0.31896  0.07
H -1.12344 -2.67432 1.09774  0.08

=====

Most stable: arrangement two

=====

Arrangement one

The following is a DFT calculation (ωB97M-V/def2-TZVPD) of a cluster of 2 separate species, C5H9ClN2 in total.

Results
- Multiplicity: 1
- Frontier orbital gap (spin up / spin down): 7.870 / 7.572 eV
- LUMO energy (spin up / spin down): 0.01 / 0.12 eV

Last column: Löwdin charge in e.
Cartesian coordinates (Å):
C 0.35088 1.99062 -0.16354  -0.30
C -1.31101 -0.23972 -1.12353  -0.07
C -1.09682 -1.26053 1.04254  -0.09
C 2.27159 0.03691 0.00294  -0.49
C 0.04807 0.88194 0.64169  -0.15
N 0.55989 2.93663 -0.79669  0.17
N -0.90079 -0.05417 0.28361  -0.28
Cl 2.10287 -0.76995 -1.52939  0.54
H -2.00567 0.56266 -1.39225  0.08
H -0.38515 0.00283 -1.79975  0.07
H -1.66381 -1.34416 -1.16675  0.11
H -2.16876 -1.59285 0.67610  0.12
H -0.36725 -2.07457 0.83883  0.09
H -0.96537 -0.90382 2.08902  0.09
H 2.76808 -0.34630 0.85038  0.00
H 2.58942 1.03538 -0.15960  -0.02
H 0.17383 1.13910 1.70642  0.13

=====

Arrangement two

The following is a DFT calculation (ωB97M-V/def2-TZVPD) of an isolated molecule of C5H9ClN2.

Results
- Multiplicity: 1
- Frontier orbital gap: 9.531 eV
- LUMO energy: 0.41 eV

Last column: Löwdin charge in e.
Cartesian coordinates (Å):
C 0.18808 2.28339 0.25120  -0.03
C 0.92069 1.17035 -0.09045  -0.12
C 0.22831 -0.23467 0.02019  -0.37
N 0.96748 -1.16529 -0.41484  0.08
N 2.34499 -0.61517 -0.85123  -0.06
C -1.29048 -0.24458 0.31274  -0.70
C -1.83817 -1.67514 0.32605  -0.14
Cl -2.08450 0.55882 -1.06129  0.64
H 0.79200 3.24327 0.57916  0.08
H -0.86813 2.47447 0.57801  0.05
H 1.87304 0.94008 -0.69836  0.09
H 3.05463 -1.44839 -0.79332  0.12
H 2.89142 -0.06221 -0.27795  0.01
H -1.46989 0.51094 1.15539  0.11
H -1.10372 -2.22193 0.98763  0.09
H -2.75686 -1.54609 0.80690  0.04
H -1.84888 -1.96782 -0.82981  0.12

=====

Most stable: arrangement one

=====

Arrangement one

The following is a DFT calculation (ωB97M-V/def2-TZVPD) of a structure of composition C5H9ClN2.

Results
- Multiplicity: 1
- Frontier orbital gap: 9.644 eV
- LUMO energy: 0.57 eV

Last column: Löwdin charge in e.
Cartesian coordinates (Å):
C -0.48862 -0.88092 0.64293  -0.45
C 0.50390 -0.87456 -0.51838  -0.45
C -0.47795 0.19059 -0.30746  -0.58
C -0.20352 1.70157 -0.14110  -0.18
C -0.50614 2.59703 0.84873  -0.04
H -2.45447 -1.66738 0.03802  0.18
H -1.64828 -1.82188 1.98779  0.17
H -0.27959 -0.59296 1.70393  0.14
H 0.50827 -1.64644 -1.14317  0.06
H -1.40987 0.67645 -2.02869  0.12
H -2.61738 0.33708 -0.86275  0.13
H -0.09640 2.14642 -1.32044  0.16
H -0.53856 2.15044 2.03817  0.13
H -0.50511 3.72148 0.44076  0.09
N -1.40881 -1.98878 0.74772  -0.03
N -1.64608 -0.08764 -1.23215  0.01
Cl 2.20350 -0.30415 -0.03594  0.54

=====

Arrangement two

The following is a DFT calculation (ωB97M-V/def2-TZVPD) of an isolated molecule of C5H9ClN2.

Results
- Multiplicity: 1
- Frontier orbital gap: 10.307 eV
- LUMO energy: 0.70 eV

Last column: Löwdin charge in e.
Cartesian coordinates (Å):
H 3.98351 0.33470 0.71245  0.05
N 3.17389 -0.25148 0.65972  0.13
C 2.21765 0.22511 0.00359  -0.40
C 2.12015 1.49667 -0.76491  -0.07
C 0.82664 -0.65287 0.00817  -0.58
Cl 0.97724 -2.39029 0.51099  0.62
N -0.21495 -0.21746 -0.41156  -0.01
C -1.38218 -0.91035 -0.65336  -0.26
C -2.05052 -1.24617 0.79171  -0.05
H 1.47515 2.35002 -0.33493  0.11
H 3.17280 1.78654 -0.88478  0.07
H 1.54889 1.32012 -1.79086  0.12
H -2.03179 -0.32438 -1.33583  0.11
H -1.24324 -1.85694 -1.08061  0.07
H -1.26826 -1.76350 1.21082  -0.03
H -2.17131 -0.38857 1.36705  0.04
H -3.01090 -1.70760 0.69315  0.07

=====

Most stable: arrangement two